Below is a single C20H21N3O5 molecule at a distorted geometry, with properties calculated with ωB97M-V/def2-TZVPD.

Output
Relative energy (zero: lowest compared OMol25 entry of this formula, charge and spin) (kJ/mol): 462.26
Structure (SMILES): Cc1ccc(C(=O)N2CCN(Cc3ccc4c(c3)OCO4)CC2)cc1[N+](=O)[O-]
Gap between HOMO and LUMO (eV): 7.889
Largest force on an atom (eV/Å): 1.42
HOMO (eV): -8.3102

Each atom is followed by the atoms it is bonded to, with distances in Å.
Atoms and positions in Å:
1 C -4.18 1.93 1.79  C13 1.393, C14 1.401, N34 1.440
2 C -4.48 1.74 -0.56  C14 1.393, C15 1.381, H46 1.080
3 C 2.86 -0.83 -1.76  C28 1.388, C32 1.399, C38 1.512
4 H -5.64 4.04 -0.47  C22 1.087
5 O 6.05 -2.32 -0.65  C21 1.370, C39 1.411
6 H -0.16 0.74 -0.92  C20 1.095
7 C -0.39 -0.11 1.07  H17 1.094, C20 1.540, N36 1.441, H42 1.089
8 C 5.45 -0.19 -1.08  O18 1.369, C21 1.396, C41 1.372
9 H 1.01 -0.40 -2.75  C38 1.094
10 H 1.07 -3.17 -0.51  C44 1.090
11 H 7.50 -1.55 0.60  C39 1.102
12 H -3.06 0.37 2.73  C13 1.080
13 C -3.44 0.74 1.79  C1 1.393, H12 1.080, C16 1.383
14 C -4.72 2.45 0.61  C1 1.401, C2 1.393, C22 1.491
15 C -3.76 0.56 -0.57  C2 1.381, C16 1.392, H26 1.079
16 C -3.22 0.06 0.61  C13 1.383, C15 1.392, C45 1.501
17 H 0.30 -0.27 1.90  C7 1.094
18 O 6.77 -0.13 -0.71  C8 1.369, C39 1.411
19 O -3.14 -2.28 0.31  C45 1.216
20 C 0.40 0.08 -0.24  H6 1.095, C7 1.540, H25 1.103, N27 1.451
21 C 5.02 -1.51 -1.05  O5 1.370, C8 1.396, C32 1.372
22 C -5.50 3.72 0.56  H4 1.087, C14 1.491, H35 1.088, H48 1.089
23 O -3.54 2.30 3.93  N34 1.215
24 H 1.35 -2.13 -2.56  C38 1.093
25 H 1.37 0.56 -0.01  C20 1.103
26 H -3.61 0.02 -1.49  C15 1.079
27 N 0.55 -1.20 -0.91  C20 1.451, C38 1.453, C44 1.448
28 C 3.31 0.48 -1.80  C3 1.388, H29 1.080, C41 1.394
29 H 2.63 1.26 -2.11  C28 1.080
30 H 1.66 -2.02 0.71  C44 1.103
31 H 7.98 -1.75 -1.12  C39 1.102
32 C 3.73 -1.86 -1.38  C3 1.399, C21 1.372, H40 1.077
33 H -1.12 -3.23 0.35  C37 1.092
34 N -4.34 2.57 3.07  C1 1.440, O23 1.215, O47 1.212
35 H -5.01 4.52 1.11  C22 1.088
36 N -1.23 -1.28 0.97  C7 1.441, C37 1.450, C45 1.352
37 C -0.47 -2.51 0.85  H33 1.092, N36 1.450, H43 1.096, C44 1.538
38 C 1.42 -1.16 -2.07  C3 1.512, H9 1.094, H24 1.093, N27 1.453
39 C 7.15 -1.46 -0.44  O5 1.411, H11 1.102, O18 1.411, H31 1.102
40 H 3.42 -2.89 -1.36  C32 1.077
41 C 4.61 0.83 -1.46  C8 1.372, C28 1.394, H49 1.077
42 H -0.98 0.78 1.28  C7 1.089
43 H -0.22 -2.89 1.85  C37 1.096
44 C 0.81 -2.26 0.04  H10 1.090, N27 1.448, H30 1.103, C37 1.538
45 C -2.53 -1.27 0.60  C16 1.501, O19 1.216, N36 1.352
46 H -4.88 2.12 -1.49  C2 1.080
47 O -5.27 3.35 3.22  N34 1.212
48 H -6.48 3.58 1.02  C22 1.089
49 H 4.95 1.85 -1.49  C41 1.077